Record 1
Below is a structure of composition C43H68CsN4O3P2Si at a distorted geometry, with properties calculated with ωB97M-V with the def2-TZVPD basis set.

Each line ends with the Mulliken charge.
Positions of all 122 atoms, in Å:
Cs  9.51  -0.72  22.79  1.66
C  13.33  2.39  21.80  -1.49
Si  11.49  2.27  21.16  0.43
C  11.25  4.22  20.88  0.40
C  12.19  5.09  21.45  -0.37
C  12.10  6.45  21.25  -0.91
C  11.12  7.00  20.47  -1.37
C  10.18  6.14  19.94  -0.06
C  10.21  4.78  20.12  0.16
P  8.83  3.73  19.47  0.51
C  8.06  4.79  18.13  -0.06
C  9.10  5.07  16.99  -1.44
C  9.35  3.73  16.25  1.05
C  8.13  3.16  15.52  -1.36
C  7.11  2.93  16.61  -0.08
C  6.82  4.16  17.49  -1.69
C  7.61  3.79  20.87  0.35
C  8.20  3.50  22.29  -0.72
C  8.63  4.78  23.01  0.21
C  7.57  5.91  23.04  -1.09
C  7.02  6.26  21.63  -0.63
C  6.56  4.95  20.90  -1.24
C  11.92  1.80  19.26  0.34
C  12.75  2.71  18.58  -0.23
C  13.09  2.51  17.23  -0.92
C  12.62  1.39  16.51  -1.17
C  11.77  0.53  17.16  -0.26
C  11.44  0.70  18.50  0.21
P  10.65  -0.72  19.40  0.54
C  12.04  -1.90  19.64  0.15
C  13.07  -1.40  20.69  -1.02
C  14.21  -0.76  19.98  0.17
C  14.94  -1.70  18.99  -0.87
C  14.12  -2.96  18.71  -1.12
C  12.69  -2.53  18.40  -0.34
C  9.69  -1.67  18.09  0.56
C  8.51  -0.84  17.57  0.09
C  7.76  -1.53  16.43  -0.92
C  7.79  -3.09  16.50  -1.23
C  7.84  -3.45  17.99  0.04
C  9.10  -2.95  18.70  -1.68
H  13.99  3.05  21.21  0.42
H  13.72  1.41  21.64  -0.08
H  13.35  2.65  22.87  0.37
H  12.96  4.67  22.08  0.28
H  12.75  7.14  21.80  0.26
H  11.09  8.08  20.33  0.40
H  9.37  6.54  19.36  0.42
H  7.87  5.78  18.65  0.52
H  10.01  5.48  17.43  0.50
H  8.75  5.85  16.31  0.54
H  9.70  2.98  16.99  -0.72
H  10.20  3.88  15.55  0.39
H  8.41  2.24  15.02  0.44
H  7.76  3.86  14.78  0.49
H  7.43  2.13  17.28  -0.10
H  6.13  2.60  16.28  0.51
H  6.13  3.94  18.31  0.51
H  6.28  4.87  16.86  0.42
H  7.04  2.89  20.65  0.61
H  9.05  2.82  22.20  -0.58
H  7.41  2.97  22.87  0.76
H  9.51  5.19  22.59  -0.31
H  8.88  4.53  24.09  0.28
H  8.01  6.78  23.61  0.41
H  6.71  5.59  23.61  0.38
H  7.76  6.75  21.05  0.22
H  6.09  6.88  21.72  0.39
H  6.18  5.20  19.88  0.19
H  5.70  4.60  21.48  0.63
H  13.15  3.59  19.09  0.27
H  13.77  3.18  16.72  0.38
H  12.94  1.22  15.48  0.38
H  11.41  -0.28  16.54  0.19
H  11.47  -2.75  20.09  0.62
H  13.36  -2.18  21.39  0.52
H  12.56  -0.69  21.33  0.16
H  14.91  -0.36  20.73  0.75
H  13.88  0.14  19.47  -0.38
H  15.93  -1.95  19.42  0.30
H  15.04  -1.12  18.05  0.33
H  14.06  -3.70  19.57  0.29
H  14.55  -3.52  17.88  0.51
H  12.06  -3.34  18.04  0.36
H  12.77  -1.76  17.62  -0.04
H  10.35  -1.96  17.29  0.55
H  8.82  0.20  17.30  -0.42
H  7.84  -0.75  18.48  0.23
H  8.21  -1.34  15.43  0.30
H  6.73  -1.12  16.42  0.38
H  8.60  -3.48  15.90  0.44
H  6.90  -3.44  16.06  0.52
H  7.77  -4.53  18.11  0.57
H  6.98  -2.98  18.51  -0.47
H  9.89  -3.69  18.62  0.15
H  8.90  -2.78  19.76  0.33
O  10.83  -1.76  25.13  -0.48
H  11.27  -2.07  25.91  0.25
H  10.57  -2.63  24.73  0.22
C  12.33  1.23  25.90  -1.19
C  10.82  1.56  25.76  -0.30
O  10.46  2.01  24.47  -0.44
H  12.51  1.10  26.95  0.43
H  12.98  2.07  25.61  0.33
H  12.58  0.35  25.33  0.23
H  10.59  2.34  26.49  0.33
H  10.26  0.69  26.02  0.31
H  11.11  1.91  23.80  -0.24
N  8.46  -4.73  21.72  -0.65
C  9.31  -4.66  22.52  0.43
N  10.31  -4.35  23.34  -0.49
C  10.69  -5.08  24.35  0.46
N  11.19  -5.42  25.36  -0.69
C  3.90  -2.53  19.55  -1.20
C  5.10  -2.88  20.40  0.76
N  5.14  -4.16  20.92  -0.37
O  6.00  -2.08  20.55  -0.46
H  2.92  -2.75  19.99  0.39
H  3.95  -3.07  18.61  0.31
H  3.99  -1.47  19.38  0.28
H  4.44  -4.88  20.78  0.16
H  6.00  -4.37  21.43  0.24

HOMO: -3.703 eV
Kohn-Sham gap: 0.2041 Eh
Energy relative to the best compared isomer or geometry (same formula, charge and spin): 0.201 eV
M: 911.98 g mol⁻¹
LUMO energy: 0.06800 Eh
Charge: -1

---

Record 2
Below is a structure of composition C43H68NO16Rb2S3 at a distorted geometry, with properties calculated with ωB97M-V with the def2-TZVPD basis set.

Each line ends with the Mulliken charge.
Positions of all 133 atoms, in Å:
Rb  -3.31  3.53  0.09  0.91
Rb  1.89  4.82  2.94  0.96
C  -1.82  5.90  -5.93  -1.81
C  -2.31  4.93  -4.78  1.24
C  -2.79  3.59  -5.44  -1.09
C  -1.53  2.75  -5.95  -0.84
C  -0.59  2.54  -4.81  -1.12
C  -0.05  3.76  -4.08  1.42
N  -1.13  4.73  -3.85  0.46
O  -0.93  5.70  -2.73  -0.89
C  1.22  4.36  -4.93  -1.85
C  0.61  3.27  -2.72  -1.70
C  -3.58  5.56  -4.15  -1.58
H  -1.09  5.49  -6.62  0.30
H  -1.54  6.88  -5.54  0.36
H  -2.66  6.26  -6.53  0.48
H  -3.38  3.84  -6.32  0.44
H  -3.39  3.00  -4.74  0.42
H  -1.02  3.30  -6.74  0.30
H  -1.93  1.88  -6.45  0.38
H  0.28  2.04  -5.23  0.41
H  -0.90  1.78  -4.09  0.46
H  0.90  4.52  -5.96  0.41
H  2.12  3.75  -4.81  0.42
H  1.46  5.37  -4.61  0.38
H  1.09  2.29  -2.68  0.45
H  -0.12  3.26  -1.91  0.30
H  1.46  3.86  -2.37  0.34
H  -4.37  5.50  -4.90  0.43
H  -3.46  6.60  -3.88  0.29
H  -3.98  5.03  -3.28  0.28
C  -0.66  -1.54  0.47  -0.67
C  0.03  -2.50  -0.21  0.54
C  1.52  -2.54  -0.25  0.35
O  2.22  -3.31  -1.05  -0.82
C  2.27  -1.74  0.56  -0.86
C  1.67  -0.62  1.26  0.50
C  0.10  -0.53  1.21  0.58
O  -0.50  0.38  1.80  -0.79
O  2.25  0.30  1.84  -0.77
O  -0.78  -3.36  -0.78  -0.83
H  -1.74  -1.52  0.56  0.42
H  3.34  -1.75  0.51  0.39
C  -2.43  6.01  6.84  -0.90
S  -2.85  4.52  5.78  0.50
O  -2.15  4.82  4.41  -0.64
C  -1.68  3.34  6.50  -0.92
H  -2.45  5.73  7.89  0.35
H  -3.13  6.80  6.58  0.32
H  -1.41  6.33  6.64  0.28
H  -0.71  3.68  6.87  0.33
H  -1.54  2.53  5.78  0.34
H  -2.22  2.95  7.35  0.35
C  0.12  -3.05  -6.00  -0.92
S  1.49  -3.99  -6.84  0.50
O  1.32  -3.90  -8.35  -0.65
C  2.87  -2.89  -6.48  -0.87
H  0.12  -2.07  -6.47  0.28
H  0.23  -2.92  -4.92  0.41
H  -0.82  -3.60  -6.10  0.31
H  2.97  -2.09  -7.21  0.35
H  3.83  -3.40  -6.47  0.31
H  2.71  -2.47  -5.48  0.29
C  -5.71  -5.53  0.63  -0.92
S  -5.13  -6.31  2.23  0.51
O  -6.21  -7.11  2.89  -0.63
C  -3.83  -7.52  1.58  -0.90
H  -4.93  -4.91  0.21  0.35
H  -6.47  -4.81  0.95  0.31
H  -6.12  -6.20  -0.12  0.32
H  -4.32  -8.34  1.06  0.29
H  -3.41  -7.90  2.51  0.30
H  -3.04  -6.95  1.08  0.36
C  -6.99  0.61  5.63  -0.37
C  -6.35  0.23  4.50  -0.33
C  -7.04  -0.26  3.41  -0.53
C  -8.41  -0.35  3.47  -0.27
C  -9.13  0.04  4.61  -0.43
C  -8.38  0.50  5.74  -0.30
H  -6.36  0.87  6.47  0.35
H  -5.28  0.09  4.41  0.41
H  -6.49  -0.48  2.51  0.44
H  -8.94  -0.79  2.64  0.35
H  -10.19  -0.15  4.65  0.36
H  -8.84  0.61  6.71  0.34
O  3.80  2.29  7.42  -0.63
C  3.94  1.26  8.05  0.47
O  3.92  1.28  9.39  -0.35
C  3.93  -0.02  9.90  -0.34
C  4.41  -0.94  8.77  -0.55
C  4.30  -0.11  7.52  -0.19
H  2.90  -0.31  10.11  0.24
H  4.62  -0.13  10.73  0.32
H  3.85  -1.87  8.72  0.31
H  5.41  -1.33  8.94  0.23
H  3.56  -0.37  6.77  0.32
H  5.28  -0.01  7.05  0.17
O  9.90  1.19  -2.58  -0.67
C  8.81  0.64  -2.84  0.50
O  7.70  1.22  -2.48  -0.31
C  6.63  0.63  -3.09  -0.45
C  7.08  -0.75  -3.46  -0.41
C  8.55  -0.70  -3.49  -0.25
H  6.41  1.26  -3.95  0.23
H  5.75  0.66  -2.44  0.34
H  6.68  -1.20  -4.37  0.32
H  6.77  -1.45  -2.69  0.21
H  8.88  -0.73  -4.53  0.22
H  9.14  -1.46  -2.97  0.26
O  -5.63  -0.18  -2.70  -0.63
C  -5.91  -1.25  -3.23  0.58
O  -7.02  -1.88  -3.04  -0.36
C  -7.19  -3.03  -3.84  -0.28
C  -5.98  -3.11  -4.70  -0.58
C  -5.00  -2.07  -4.15  -0.34
H  -8.04  -2.96  -4.52  0.22
H  -7.31  -3.92  -3.23  0.26
H  -6.22  -2.89  -5.74  0.25
H  -5.67  -4.15  -4.79  0.36
H  -4.61  -1.33  -4.85  0.27
H  -4.23  -2.66  -3.64  0.23
O  8.38  -3.36  6.19  -0.61
C  8.40  -3.14  4.97  0.49
O  7.28  -3.23  4.17  -0.33
C  7.48  -2.79  2.83  -0.37
C  9.04  -2.71  2.73  -0.45
C  9.50  -2.51  4.17  -0.41
H  7.06  -1.79  2.71  0.22
H  7.00  -3.38  2.05  0.33
H  9.38  -1.86  2.15  0.28
H  9.44  -3.61  2.25  0.28
H  9.55  -1.46  4.47  0.24
H  10.53  -2.83  4.32  0.31

HOMO: -2.625 eV
Kohn-Sham gap: 0.0908 Eh
M: 1122.14 g mol⁻¹
LUMO energy: -0.00568 Eh
Charge: -1

---

Record 3
Below is a cluster of 7 separate species, C43H69BrFN3O16 in total at a distorted geometry, with properties calculated with ωB97M-V with the def2-TZVPD basis set.

Each line ends with the Mulliken charge.
Positions of all 133 atoms, in Å:
C  2.87  6.65  -0.39  -0.92
C  2.38  5.23  -0.16  -0.43
C  0.77  4.80  -0.24  1.17
C  0.02  4.95  -1.69  -0.61
C  -1.59  4.68  -1.67  -0.43
C  -2.17  3.77  -2.91  0.22
O  -1.32  3.13  -3.75  -0.55
N  -3.66  3.59  -3.25  -0.34
C  -4.52  3.58  -2.01  0.21
C  -4.92  2.17  -1.22  -0.08
C  -5.90  2.12  0.12  -0.48
C  -6.55  3.51  0.74  -0.32
C  -6.14  4.95  -0.03  -0.39
C  -5.15  4.96  -1.37  -0.27
C  0.01  5.90  0.71  0.09
O  -0.20  7.21  0.54  -0.59
N  -0.49  5.09  1.90  -0.40
C  -0.48  3.58  1.72  -0.20
F  -1.76  2.85  1.52  -0.27
Br  -0.03  3.01  3.63  -0.11
C  0.73  3.39  0.58  -0.06
N  0.50  2.08  -0.14  0.54
C  0.84  0.90  0.80  0.37
C  0.00  -0.54  0.66  -0.87
O  1.80  0.92  1.72  -0.54
C  1.44  1.88  -1.31  0.15
C  3.06  2.07  -1.32  -0.83
O  0.87  1.45  -2.47  -0.46
H  2.16  7.57  -0.53  0.24
H  4.04  6.86  -0.36  0.25
H  3.24  4.46  0.12  0.21
H  0.17  6.08  -2.04  0.44
H  0.62  4.29  -2.46  0.43
H  -1.88  4.25  -0.62  0.24
H  -2.12  5.76  -1.73  0.39
H  -3.69  2.58  -3.60  0.33
H  -4.53  1.10  -1.58  0.14
H  -6.19  1.08  0.64  0.30
H  -7.28  3.47  1.68  0.32
H  -6.61  5.96  0.39  0.27
H  -4.94  6.00  -1.86  0.30
H  0.27  5.30  2.59  0.41
H  1.68  3.49  1.29  0.60
H  -0.97  -0.57  1.31  0.30
H  -0.18  -0.69  -0.50  0.23
H  0.79  -1.38  0.97  0.23
H  3.49  1.27  -2.09  0.23
H  3.59  1.88  -0.30  0.26
H  3.30  3.12  -1.80  0.25
C  5.04  -3.47  -2.87  -1.12
C  6.32  -2.67  -2.89  -0.35
O  6.05  -1.26  -2.71  -0.36
C  5.93  -0.66  -1.51  0.84
C  5.76  -1.50  -0.28  -0.93
O  5.88  0.57  -1.44  -0.60
H  4.52  -3.39  -1.91  0.15
H  5.24  -4.53  -3.07  0.40
H  4.34  -3.10  -3.63  0.31
H  7.05  -3.02  -2.16  0.43
H  6.79  -2.77  -3.87  0.38
H  4.69  -1.66  -0.10  0.14
H  6.19  -0.97  0.57  0.35
H  6.27  -2.46  -0.34  0.37
C  -4.45  2.80  5.19  -0.82
C  -5.90  3.23  5.26  -0.43
O  -6.71  2.44  4.36  -0.34
C  -7.26  1.25  4.67  0.67
C  -6.78  0.52  5.89  -0.93
O  -8.09  0.73  3.92  -0.61
H  -4.32  1.76  5.50  0.23
H  -3.83  3.43  5.83  0.37
H  -4.08  2.87  4.16  0.22
H  -6.30  3.20  6.28  0.36
H  -5.99  4.27  4.92  0.35
H  -5.95  -0.14  5.61  0.24
H  -7.60  -0.08  6.29  0.31
H  -6.47  1.18  6.70  0.38
C  -7.17  -4.37  7.61  -0.98
C  -5.89  -3.56  7.59  -0.39
O  -6.16  -2.16  7.77  -0.34
C  -6.28  -1.55  8.97  0.84
C  -6.45  -2.40  10.20  -1.11
O  -6.32  -0.32  9.05  -0.56
H  -7.68  -4.28  8.57  0.27
H  -6.97  -5.42  7.41  0.37
H  -7.87  -3.99  6.85  0.30
H  -5.16  -3.92  8.32  0.34
H  -5.42  -3.66  6.61  0.33
H  -7.52  -2.55  10.38  0.27
H  -6.02  -1.87  11.05  0.32
H  -5.94  -3.36  10.15  0.34
C  -1.43  -0.58  -6.99  -1.12
C  -1.51  -0.27  -5.51  -0.18
O  -2.81  0.25  -5.16  -0.29
C  -3.88  -0.51  -4.86  0.85
C  -3.85  -1.98  -5.18  -1.16
O  -4.90  0.00  -4.40  -0.59
H  -2.14  -1.35  -7.28  0.29
H  -0.42  -0.92  -7.26  0.37
H  -1.67  0.32  -7.58  0.32
H  -1.25  -1.13  -4.88  0.31
H  -0.79  0.51  -5.26  0.24
H  -4.26  -2.14  -6.18  0.28
H  -4.47  -2.51  -4.45  0.31
H  -2.85  -2.42  -5.11  0.36
C  10.26  -0.62  -4.59  -1.05
C  10.02  -1.34  -3.28  0.10
O  10.46  -2.71  -3.36  -0.32
C  11.72  -3.13  -3.12  0.69
C  12.82  -2.11  -3.07  -0.89
O  11.97  -4.33  -3.03  -0.59
H  11.32  -0.58  -4.83  0.32
H  9.87  0.40  -4.54  0.36
H  9.76  -1.15  -5.41  0.30
H  10.48  -0.83  -2.42  0.35
H  8.94  -1.37  -3.08  -0.15
H  13.25  -1.99  -4.06  0.24
H  13.59  -2.47  -2.38  0.30
H  12.50  -1.14  -2.68  0.33
C  0.63  -7.47  -2.37  -1.04
C  1.91  -6.67  -2.39  -0.38
O  1.64  -5.26  -2.21  -0.33
C  1.52  -4.65  -1.01  0.79
C  1.35  -5.50  0.22  -1.11
O  1.48  -3.43  -0.94  -0.51
H  0.12  -7.39  -1.41  0.27
H  0.83  -8.53  -2.57  0.36
H  -0.07  -7.10  -3.13  0.30
H  2.64  -7.02  -1.66  0.37
H  2.38  -6.76  -3.37  0.32
H  0.28  -5.65  0.40  0.27
H  1.78  -4.97  1.07  0.31
H  1.86  -6.46  0.16  0.38

HOMO: -7.815 eV
Kohn-Sham gap: 0.2763 Eh
M: 982.93 g mol⁻¹
LUMO energy: -0.01095 Eh
SMILES string: C=C[C@]1(CCC(=O)Nc2ccccc2)C(=O)N[C@](F)(Br)[C@H]1N(C(C)=O)C(C)=O.CCOC(C)=O.CCOC(C)=O.CCOC(C)=O.CCOC(C)=O.CCOC(C)=O.CCOC(C)=O
Charge: 0